DFT (ωB97M-V/def2-TZVPD) results for a molecular structure, C3H2O4Sc.

```
10
Properties=species:S:1:pos:R:3:forces:R:3:mulliken_charge:R:1
O 2.140 0.844 0.115 -0.461 0.761 0.829 -0.606
C 1.907 -0.357 -0.046 1.666 -1.804 -2.636 0.969
O 2.328 -1.331 -0.569 -2.066 2.002 2.080 -0.294
O -1.400 1.722 -0.149 2.052 -0.059 1.029 -0.425
C -1.917 0.596 -0.449 -0.236 -0.841 -0.204 -0.208
C -1.057 -0.593 -0.023 -1.142 -0.534 -0.671 -0.028
O 0.142 -0.259 0.654 0.912 2.051 0.395 -0.668
Sc 0.376 1.785 0.786 -0.745 -1.908 -0.854 1.574
H -0.829 -1.172 -0.937 -0.179 0.129 0.281 0.339
H -1.690 -1.235 0.618 0.199 0.203 -0.250 0.347
```
Forces are in eV/Å.

Output
energy above the lowest of the compared OMol25 structures with the same formula, charge and spin = 57.0 kJ/mol
gap between HOMO and LUMO (spin up / spin down) = 5.63 / 5.76 eV
HOMO energy (spin up / spin down) = -12.16 / -12.28 eV
E = -1176.88562 a.u.
maximum force = 3.6 eV/A
total charge = +1